# C40H58N14O12

A 18-piece molecular cluster, C40H58N14O12 overall in a non-equilibrium geometry (ωB97M-V with the def2-TZVPD basis set, the Open Molecules 2025 dataset).

Properties
frontier orbital gap	10.4408	eV
LUMO	-0.221	eV
DFT total energy	-87848.88740	eV
net charge	0
highest occupied orbital energy	-10.6617	eV

Each line ends with the Mulliken charge.
Cartesian coordinates (Å):
1 C -3.98353 -3.25266 2.56333  -0.429
2 C -3.93688 -2.93913 1.05515  0.078
3 O -3.54881 -1.54528 1.04613  -0.086
4 C -3.59349 -1.04584 2.27905  0.425
5 O -3.36854 0.09092 2.53979  -0.468
6 O -3.89657 -1.99519 3.19092  -0.397
7 H -3.13689 -3.83142 2.87451  0.297
8 H -4.90536 -3.77511 2.84010  0.305
9 H -4.89958 -3.08924 0.56251  0.277
10 H -3.15653 -3.49193 0.55870  -0.071
11 C -2.52245 -6.66616 -3.52751  -0.216
12 C -1.89008 -6.36731 -2.20934  0.151
13 O -0.60215 -5.80274 -2.62668  -0.141
14 C -0.34529 -6.27399 -3.84732  0.610
15 O 0.73143 -6.15100 -4.35608  -0.555
16 O -1.36523 -6.94131 -4.38987  -0.371
17 H -3.04571 -5.80080 -3.89888  -0.003
18 H -3.16613 -7.53926 -3.49997  0.351
19 H -1.76369 -7.20693 -1.53911  0.309
20 H -2.44053 -5.57393 -1.67850  -0.184
21 C 1.65974 3.77730 0.25412  0.305
22 C 1.39919 2.67806 1.24903  1.023
23 O 1.52690 3.36013 2.54520  0.149
24 C 1.44029 4.69863 2.30995  0.432
25 O 1.35027 5.53360 3.19761  -0.684
26 O 1.37549 4.97806 1.05082  -0.441
27 H 0.96691 3.68087 -0.56916  -0.351
28 H 2.66068 3.96290 -0.11404  0.308
29 H 2.12696 1.87940 1.17778  0.067
30 H 0.38604 2.29654 1.09431  -0.902
31 C 5.31697 5.06416 3.93118  -0.223
32 C 6.17070 3.89851 4.29389  -0.521
33 O 5.54395 2.72074 3.62258  -0.292
34 C 4.74872 3.25383 2.63050  0.468
35 O 4.17849 2.57875 1.76667  -0.417
36 O 4.66241 4.59142 2.67235  -0.316
37 H 5.87172 5.98841 3.68881  0.308
38 H 4.48939 5.25520 4.66066  0.217
39 H 6.22413 3.67090 5.36696  0.346
40 H 7.18766 3.98572 3.91927  0.325
41 C 4.66399 -0.40734 2.94542  -0.216
42 C 5.61787 -0.39112 1.87187  0.414
43 N 6.39426 -0.37141 1.03538  -0.584
44 H 4.40356 -1.39940 3.28706  0.440
45 H 3.73638 0.11180 2.63962  -0.288
46 H 5.11359 0.18623 3.74150  0.317
47 C -2.36252 -0.58064 -6.28322  -1.174
48 C -2.12555 -0.08849 -4.95150  0.392
49 N -1.96676 0.30205 -3.87621  -0.198
50 H -2.15668 -1.66581 -6.40142  0.288
51 H -1.70943 -0.03806 -6.96463  0.370
52 H -3.40397 -0.34760 -6.53842  0.343
53 C 2.16902 2.59231 5.41755  0.136
54 C 3.36641 2.63934 6.25380  0.263
55 N 4.36822 2.77049 6.83304  -0.563
56 H 2.02576 1.61006 4.98659  0.029
57 H 2.31673 3.29964 4.61911  -0.296
58 H 1.27027 2.77987 6.00610  0.459
59 C -4.09256 1.17020 -1.44297  1.198
60 C -5.36313 1.36838 -0.74740  0.027
61 N -6.35202 1.50671 -0.18523  -0.550
62 H -3.69271 0.17221 -1.21266  -0.596
63 H -3.41919 1.96648 -1.13165  -0.606
64 H -4.24931 1.11873 -2.50403  0.501
65 C 4.24100 -0.96415 -1.31888  0.591
66 C 3.95587 -2.34476 -1.67904  0.394
67 N 3.77434 -3.43781 -1.99974  -0.580
68 H 5.26278 -0.71103 -1.59865  0.454
69 H 4.13762 -0.89685 -0.23260  -0.624
70 H 3.48248 -0.32106 -1.73360  -0.324
71 C 1.89889 0.87785 -4.67808  -1.049
72 C 1.68841 1.24702 -3.31498  0.472
73 N 1.51623 1.48925 -2.22809  -0.192
74 H 2.37169 -0.07479 -4.74776  0.277
75 H 2.61074 1.54848 -5.14403  0.403
76 H 0.93164 0.74392 -5.15307  0.177
77 C 1.85092 -5.16960 0.05744  -0.501
78 C 2.15050 -4.05302 0.95692  0.204
79 N 2.40892 -3.14213 1.61233  -0.273
80 H 2.30299 -4.92573 -0.87016  0.176
81 H 0.74556 -5.30189 0.00326  0.060
82 H 2.19846 -6.14365 0.45427  0.368
83 C -2.07914 3.18875 3.40166  -1.240
84 C -1.97579 2.96974 1.97637  0.188
85 N -1.96849 2.74563 0.86654  0.202
86 H -1.16158 3.65733 3.67937  0.295
87 H -2.30709 2.27531 3.91749  0.285
88 H -2.98192 3.78682 3.57549  0.388
89 C 1.20205 -2.48228 4.80864  -1.020
90 C 0.91569 -1.50400 3.79984  0.332
91 N 0.70765 -0.69468 3.02446  -0.205
92 H 2.18825 -2.24226 5.21327  0.282
93 H 1.30900 -3.49020 4.38696  0.288
94 H 0.49987 -2.38380 5.63752  0.383
95 C -1.27320 3.74978 -2.15198  0.725
96 C -2.27469 4.72017 -2.31638  0.058
97 N -3.11443 5.47029 -2.48822  -0.534
98 H -1.10501 3.57865 -1.09631  -0.637
99 H -0.33676 4.12970 -2.60637  0.501
100 H -1.52618 2.81035 -2.61723  -0.072
101 C -4.90582 5.15444 0.17556  -0.177
102 C -4.44953 6.03654 1.22326  0.291
103 N -4.11544 6.76920 2.02885  -0.440
104 H -4.99138 5.74260 -0.72432  0.325
105 H -5.88345 4.78187 0.43195  0.343
106 H -4.20841 4.33639 0.05832  -0.355
107 C 0.60264 -2.76835 -3.99621  0.857
108 C 1.10168 -2.47674 -5.30365  -0.047
109 N 1.54649 -2.22932 -6.32912  -0.572
110 H -0.28816 -3.38766 -4.13661  -0.355
111 H 0.29804 -1.81391 -3.57055  -0.089
112 H 1.32021 -3.30068 -3.37738  0.158
113 C -0.57328 -0.46689 -0.12626  1.284
114 C -0.87776 -1.81428 -0.40579  -0.589
115 N -1.25969 -2.87573 -0.72047  -0.285
116 H -1.40202 -0.07088 0.48753  -0.411
117 H -0.57372 0.15146 -1.04585  -0.067
118 H 0.32184 -0.48762 0.50031  0.071
119 C -3.92699 -2.65761 -2.67654  0.635
120 C -3.59344 -3.16891 -4.00499  0.134
121 N -3.29322 -3.51274 -5.06610  -0.541
122 H -5.00453 -2.48417 -2.53965  0.478
123 H -3.42430 -1.73949 -2.47303  -0.388
124 H -3.66986 -3.38238 -1.88907  -0.298